Below is 9 unconnected molecules or ions with the total composition C27H79O34P7S2 at a distorted geometry, with properties calculated with ωB97M-V/def2-TZVPD.

Structure (XYZ):
```
149
C27H79O34P7S2 (ωB97M-V/def2-TZVPD)
C 3.330 -2.697 2.983
C 3.182 -1.807 4.293
O 3.407 -0.489 4.083
S 3.869 0.521 5.388
C 5.612 0.084 5.672
O 3.668 1.875 4.813
O 3.196 0.095 6.625
H 3.075 -3.693 3.344
H 4.375 -2.619 2.683
H 2.601 -2.457 2.209
H 2.233 -2.070 4.760
H 3.885 -2.081 5.079
H 6.075 0.693 4.896
H 5.652 -0.999 5.555
H 5.894 0.430 6.666
C 0.511 0.182 1.903
C -0.014 1.314 1.015
O 0.124 0.877 -0.294
S -1.077 -0.046 -1.006
C -0.613 0.000 -2.772
O -0.987 -1.400 -0.550
O -2.369 0.571 -0.761
H 1.516 -0.034 1.541
H -0.140 -0.692 1.923
H 0.593 0.574 2.917
H -0.985 1.681 1.345
H 0.501 2.270 1.110
H -0.500 1.046 -3.056
H -1.313 -0.544 -3.406
H 0.331 -0.502 -2.981
C -5.339 1.252 -2.270
O -6.273 1.409 -3.344
P -7.300 2.696 -3.374
O -8.429 2.611 -2.376
O -6.284 4.016 -3.282
C -6.731 5.178 -2.508
O -7.913 2.798 -4.903
C -9.320 2.826 -5.167
H -4.900 0.283 -2.030
H -5.761 1.745 -1.394
H -4.431 1.809 -2.501
H -6.805 6.120 -3.051
H -6.067 5.348 -1.660
H -7.762 5.041 -2.184
H -9.819 3.576 -4.553
H -9.670 1.812 -5.362
H -9.361 3.129 -6.213
C -4.003 1.599 2.489
O -4.534 0.891 3.617
P -5.377 1.787 4.669
O -4.595 2.721 5.519
O -6.538 2.426 3.803
C -6.554 3.766 3.202
O -6.213 0.620 5.450
C -5.831 0.100 6.774
H -3.080 1.247 2.028
H -3.786 2.651 2.674
H -4.636 1.462 1.612
H -7.518 4.273 3.250
H -6.267 3.731 2.151
H -5.765 4.323 3.707
H -6.611 0.375 7.483
H -4.808 0.284 7.104
H -5.873 -0.956 6.507
C 3.033 -7.274 -2.298
O 4.058 -6.374 -2.116
P 3.883 -4.950 -1.289
O 3.502 -5.026 0.146
O 5.198 -4.150 -1.629
C 6.249 -4.029 -0.740
O 2.848 -4.135 -2.199
C 3.121 -2.752 -2.516
H 2.215 -6.981 -1.640
H 3.541 -8.232 -2.191
H 2.849 -7.203 -3.370
H 6.985 -4.831 -0.677
H 5.802 -3.960 0.252
H 6.853 -3.126 -0.825
H 3.711 -2.278 -1.732
H 2.320 -2.053 -2.757
H 3.880 -2.833 -3.294
C 0.198 -1.298 -7.366
O 1.257 -2.209 -7.449
P 2.029 -2.565 -6.055
O 1.988 -1.472 -5.074
O 3.466 -3.091 -6.563
C 3.585 -3.975 -7.628
O 1.332 -3.916 -5.557
C -0.012 -3.984 -4.885
H 0.489 -0.262 -7.194
H -0.475 -1.605 -6.566
H -0.393 -1.407 -8.275
H 4.441 -3.721 -8.253
H 2.645 -4.038 -8.175
H 3.741 -4.999 -7.288
H 0.049 -4.801 -4.166
H -0.729 -4.274 -5.653
H -0.293 -3.064 -4.374
C -1.848 -4.354 0.493
O -2.286 -4.303 1.833
P -3.331 -5.513 2.314
O -3.027 -6.827 1.721
O -4.876 -4.867 1.903
C -6.111 -5.624 2.223
O -3.389 -5.552 3.881
C -3.870 -4.465 4.563
H -0.792 -4.092 0.434
H -2.448 -3.617 -0.041
H -1.933 -5.309 -0.026
H -5.996 -6.699 2.361
H -6.773 -5.614 1.357
H -6.588 -5.100 3.051
H -3.234 -4.112 5.375
H -4.862 -4.649 4.975
H -3.859 -3.622 3.871
C 3.703 0.663 -3.131
O 4.237 0.680 -1.826
P 5.727 0.129 -1.421
O 6.287 -0.972 -2.274
O 6.670 1.460 -1.342
C 7.609 1.763 -2.331
O 5.511 -0.351 0.108
C 5.039 0.577 1.213
H 4.013 -0.294 -3.551
H 4.038 1.512 -3.728
H 2.632 0.614 -2.937
H 8.109 0.949 -2.855
H 8.430 2.278 -1.830
H 7.166 2.396 -3.099
H 4.234 -0.033 1.624
H 4.624 1.552 0.956
H 5.753 0.782 2.010
C 0.089 8.729 2.368
O 0.814 7.485 2.286
P 2.365 7.429 1.778
O 2.677 8.214 0.539
O 3.226 7.882 3.095
C 4.157 9.049 3.059
O 2.710 5.796 1.671
C 2.010 4.845 2.460
H 0.757 9.582 2.248
H -0.471 8.688 3.302
H -0.704 8.873 1.634
H 4.047 9.846 3.794
H 4.247 9.445 2.047
H 5.127 8.574 3.202
H 1.890 5.337 3.425
H 2.628 3.994 2.746
H 1.025 4.674 2.026
```

Results
electronic energy: -6820.5373 hartree
lowest unoccupied orbital energy: 0.182 eV
net charge: 0
SMILES: CCOS(C)(=O)=O.CCOS(C)(=O)=O.COP(=O)(OC)OC.COP(=O)(OC)OC.COP(=O)(OC)OC.COP(=O)(OC)OC.COP(=O)(OC)OC.COP(=O)(OC)OC.COP(=O)(OC)OC

Atom charges from the Löwdin analysis, given in e for atoms 1 to 8: number 1, C, carries -0.03; number 2, C, carries -0.34; number 3, O, carries -0.28; number 4, S, carries 0.72; number 5, C, carries -0.09; number 6, O, carries -0.32; number 7, O, carries -0.31; number 8, H, carries 0.08

Below is H2N2O3S in the gas phase at a distorted geometry, with properties calculated with ωB97M-V/def2-TZVPD.

Structure (XYZ):
```
8
H2N2O3S (ωB97M-V/def2-TZVPD)
N -0.111 -0.491 -0.451
N 1.310 -0.339 1.791
O 2.071 0.446 1.273
O -0.210 -2.573 0.900
O 0.872 -0.317 2.905
S 0.753 -1.656 0.378
H -1.058 -0.312 -0.148
H 0.388 0.335 -0.743
```

Results
electronic energy: -734.4919 hartree
lowest unoccupied orbital energy: 0.102 eV
net charge: 0

Taken from the natural (NBO) analysis, the atomic charges in e are: number 1, N, carries -1.05; number 2, N, carries 0.36; number 3, O, carries -0.41; number 4, O, carries -0.88; number 5, O, carries -0.34; number 6, S, carries 1.50; number 7, H, carries 0.41; number 8, H, carries 0.41

Below is 2 unconnected molecules or ions with the total composition C2H3BrClN at a distorted geometry, with properties calculated with ωB97M-V/def2-TZVPD.

Structure (XYZ):
```
8
C2H3BrClN (ωB97M-V/def2-TZVPD)
C -1.382 0.327 -0.175
C 2.182 0.352 1.310
N -0.880 -0.324 -1.087
Cl 2.630 1.064 -0.052
Br 1.970 -1.572 1.233
H -0.964 1.366 -0.135
H -2.280 -0.005 0.400
H -1.277 -1.208 -1.495
```

Results
electronic energy: -3166.8067 hartree
lowest unoccupied orbital energy: -0.929 eV
net charge: 0

Taken from the natural (NBO) analysis, the atomic charges in e are: number 1, C, carries -0.04; number 2, C, carries -0.20; number 3, N, carries -0.63; number 4, Cl, carries 0.16; number 5, Br, carries 0.04; number 6, H, carries 0.17; number 7, H, carries 0.15; number 8, H, carries 0.35

Below is 7 unconnected molecules or ions with the total composition C20H45BBr12N2 at a distorted geometry, with properties calculated with ωB97M-V/def2-TZVPD.

Structure (XYZ):
```
80
C20H45BBr12N2 (ωB97M-V/def2-TZVPD)
C -0.114 -4.552 5.859
C 0.137 -5.020 4.407
C 0.645 -3.886 3.479
N -0.444 -3.343 2.660
B -0.142 -2.533 1.519
C 1.110 -2.752 0.580
C 2.128 -1.612 0.612
C 2.994 -1.534 1.883
C -1.195 -1.377 1.177
N -0.801 -0.096 1.825
C -0.601 1.022 0.889
H 0.369 -5.245 6.542
H 0.336 -3.573 6.020
H -1.170 -4.480 6.095
H -0.802 -5.360 3.982
H 0.884 -5.808 4.401
H 1.426 -4.311 2.857
H 1.110 -3.114 4.092
H -1.102 -2.862 3.265
H 0.711 -2.782 -0.440
H 1.569 -3.729 0.738
H 2.799 -1.749 -0.237
H 1.636 -0.653 0.452
H 4.046 -1.508 1.601
H 2.873 -2.388 2.541
H 2.812 -0.605 2.416
H -1.318 -1.286 0.094
H -2.168 -1.690 1.566
H -1.594 0.161 2.397
H -1.091 1.917 1.265
H -1.018 0.831 -0.102
H 0.463 1.211 0.773
Br 1.204 1.230 -2.186
C 0.776 2.888 -3.114
C -0.711 3.051 -3.281
Br -1.394 1.897 -4.693
H 1.306 2.865 -4.061
H 1.183 3.679 -2.492
H -0.953 4.062 -3.593
H -1.266 2.810 -2.380
Br -3.089 6.643 -4.086
C -1.648 7.931 -3.851
C -0.305 7.255 -3.853
Br 0.025 6.330 -2.171
H -1.846 8.466 -2.927
H -1.731 8.618 -4.690
H 0.495 7.985 -3.944
H -0.212 6.516 -4.642
Br -3.843 11.284 -1.454
C -4.969 9.911 -0.654
C -5.109 8.718 -1.559
Br -6.328 9.064 -3.035
H -5.920 10.379 -0.425
H -4.469 9.630 0.270
H -5.541 7.878 -1.021
H -4.166 8.415 -1.999
Br -2.601 -7.461 6.729
C -3.364 -6.842 8.407
C -4.487 -5.867 8.175
Br -3.815 -4.115 7.658
H -2.552 -6.411 8.984
H -3.730 -7.736 8.906
H -5.046 -5.702 9.092
H -5.164 -6.190 7.390
Br 0.094 -3.752 -3.613
C 1.306 -2.231 -3.558
C 2.739 -2.653 -3.731
Br 3.440 -3.470 -2.110
H 1.132 -1.729 -2.612
H 0.997 -1.581 -4.373
H 3.372 -1.787 -3.912
H 2.872 -3.375 -4.531
Br 5.510 0.018 -4.529
C 6.145 -1.757 -5.018
C 6.326 -1.893 -6.505
Br 4.615 -2.086 -7.414
H 5.430 -2.469 -4.618
H 7.095 -1.876 -4.502
H 6.882 -2.798 -6.738
H 6.823 -1.036 -6.946
```

Results
electronic energy: -31811.5930 hartree
lowest unoccupied orbital energy: 0.311 eV
net charge: 0
SMILES: CCCNB(CCC)CNC.BrCCBr.BrCCBr.BrCCBr.BrCCBr.BrCCBr.BrCCBr

Atom charges from the Löwdin analysis, given in e for atoms 1 to 8: number 1, C, carries -0.12; number 2, C, carries -0.22; number 3, C, carries -0.23; number 4, N, carries 0.10; number 5, B, carries -0.40; number 6, C, carries -0.14; number 7, C, carries -0.28; number 8, C, carries -0.08

| no. | gap between HOMO and LUMO (eV) | molar mass (g mol⁻¹) |
| --- | --- | --- |
| 1 | 10.17 | 1228.8 |
| 2 | 10.09 | 110.1 |
| 3 | 8.12 | 156.4 |
| 4 | 8.62 | 1283.3 |